DFT (ωB97M-V/def2-TZVPD) results for 2 unconnected molecules or ions with the total composition C5H9N at a distorted geometry.

Output
E_HOMO (alpha / beta): -0.224 / -0.349 Ha
HOMO-LUMO gap (alpha / beta): 7.2570 / 9.0519 eV
Multiplicity: 3
ΔE to the lowest compared entry with this formula, charge and spin: 161.4 kJ/mol

Cartesian coordinates (Å):
H  -2.480  1.386  -0.440
C  0.971  -0.222  -0.483
H  1.446  -2.170  0.426
H  2.868  -0.990  0.190
H  2.293  -1.879  -1.236
C  -1.551  -0.210  0.410
N  -1.686  -1.312  0.934
H  2.359  1.329  -0.995
C  1.868  -1.353  -0.281
C  -1.943  1.190  0.370
H  -2.362  -1.671  1.593
H  -1.063  1.807  0.221
H  -2.530  1.407  1.326
C  1.268  0.969  -0.889
H  0.542  1.719  -1.147

Forces on atoms 1 to 2 (eV/Å):
-2.78 0.58 -3.46
1.52 -0.77 -0.77

***

DFT (ωB97M-V/def2-TZVPD) results for a molecular structure, C40H38F5IrN2O3STe at a distorted geometry.

Output
E_HOMO (alpha / beta): -0.438 / -0.438 Ha
HOMO-LUMO gap (alpha / beta): 4.0708 / 4.0596 eV
Charge: +2

Cartesian coordinates (Å):
H  2.085  7.560  -3.124
H  1.687  2.420  3.721
C  0.809  4.033  1.091
H  -5.250  -2.852  -1.673
C  -0.424  -3.775  -2.853
H  4.785  -1.557  -2.741
C  0.346  0.593  -3.005
H  -5.363  -4.504  -2.344
C  -1.560  2.320  0.142
C  1.755  1.086  -2.948
C  0.677  4.381  -5.770
H  1.239  6.895  -8.952
H  -2.344  -2.471  -5.309
C  0.543  2.885  -5.883
H  5.779  -0.539  -3.789
C  1.045  7.240  -3.216
C  0.676  6.528  -6.909
C  0.617  1.588  2.107
C  -0.754  -3.223  -4.077
H  -0.241  2.530  -5.210
H  2.241  -5.582  0.824
C  4.422  1.837  -2.964
H  0.146  -0.010  -3.890
H  0.500  4.631  -7.882
C  -0.105  -4.749  0.068
F  0.116  6.179  1.292
H  -5.540  -4.238  -0.598
N  -0.263  2.089  -0.030
H  -0.122  -5.575  0.773
H  0.014  -3.077  -4.826
C  0.665  2.094  3.490
H  2.500  -0.926  -2.910
H  0.268  2.607  -6.900
C  -3.076  -3.161  -3.426
F  -3.525  3.471  0.562
H  3.525  4.754  -3.948
C  -5.031  -3.906  -1.496
O  -0.050  -1.895  -0.456
S  -2.380  0.867  -0.278
C  3.449  2.832  -2.985
C  0.586  7.315  -8.187
H  0.026  2.975  3.588
C  -0.196  4.914  1.108
C  -2.199  3.500  0.575
C  3.882  4.272  -3.036
C  0.859  6.441  -4.485
H  -0.372  1.405  -2.955
F  1.936  2.168  0.322
C  1.061  -2.531  -0.162
F  -2.375  5.666  1.193
H  4.369  -1.911  0.358
H  -1.980  -5.200  -0.366
C  -2.753  -3.748  -2.208
H  0.844  8.361  -8.033
C  5.196  -0.555  -2.867
H  0.843  8.237  -5.646
C  2.278  -1.836  -0.053
H  5.467  2.131  -2.967
H  1.475  2.377  -5.629
O  -3.635  -4.099  -1.248
C  2.091  2.449  -2.960
Ir  -0.111  0.106  -0.298
C  0.795  7.153  -5.681
N  -1.171  -4.672  -0.678
H  -0.433  7.273  -8.579
Te  0.636  3.983  -2.700
H  4.348  -4.320  0.943
O  0.454  0.403  1.814
H  -4.105  -2.931  -3.666
C  3.435  -3.831  0.637
C  0.621  5.138  -6.930
H  4.969  4.344  -3.021
H  0.796  6.678  -2.322
H  2.279  -0.763  -0.277
C  0.741  2.543  0.886
H  0.371  1.318  4.192
C  0.800  5.041  -4.534
H  0.429  8.140  -3.236
C  4.107  0.483  -2.917
H  3.490  4.825  -2.184
H  0.159  -0.163  -2.166
C  -2.077  -2.899  -4.351
C  2.260  -4.528  0.566
H  5.885  -0.350  -2.046
C  3.443  -2.470  0.310
C  -1.415  -4.018  -1.914
F  2.025  4.492  1.169
H  0.598  -4.065  -2.643
C  2.771  0.127  -2.925
C  1.063  -3.930  0.107
C  -1.605  4.657  0.948

Forces on atoms 1 to 2 (eV/Å):
0.00 -0.01 0.01
-0.03 0.04 -0.06

***

DFT (ωB97M-V/def2-TZVPD) results for C5H7F in the gas phase at a distorted geometry.

Output
E_HOMO: -0.329 Ha
HOMO-LUMO gap: 9.8037 eV
ΔE to the lowest compared entry with this formula, charge and spin: 101.0 kJ/mol

Cartesian coordinates (Å):
H  -1.620  1.627  -0.336
H  3.062  -1.249  -0.430
C  -1.018  0.766  -0.058
C  2.495  -0.298  -0.283
H  0.643  -1.284  0.281
C  1.207  -0.348  0.032
H  2.933  0.666  -0.479
F  -3.124  -0.208  -0.438
C  0.307  0.817  0.118
C  -1.958  -0.396  0.243
H  -1.513  -1.371  -0.077
H  -2.168  -0.522  1.315
H  0.755  1.800  0.111

Forces on atoms 1 to 2 (eV/Å):
0.37 0.36 0.42
-0.34 1.15 0.22

***

Copy entry 1 word for word.
DFT (ωB97M-V/def2-TZVPD) results for 2 unconnected molecules or ions with the total composition C5H9N at a distorted geometry.

Output
E_HOMO (alpha / beta): -0.224 / -0.349 Ha
HOMO-LUMO gap (alpha / beta): 7.2570 / 9.0519 eV
Multiplicity: 3
ΔE to the lowest compared entry with this formula, charge and spin: 161.4 kJ/mol

Cartesian coordinates (Å):
H  -2.480  1.386  -0.440
C  0.971  -0.222  -0.483
H  1.446  -2.170  0.426
H  2.868  -0.990  0.190
H  2.293  -1.879  -1.236
C  -1.551  -0.210  0.410
N  -1.686  -1.312  0.934
H  2.359  1.329  -0.995
C  1.868  -1.353  -0.281
C  -1.943  1.190  0.370
H  -2.362  -1.671  1.593
H  -1.063  1.807  0.221
H  -2.530  1.407  1.326
C  1.268  0.969  -0.889
H  0.542  1.719  -1.147

Forces on atoms 1 to 2 (eV/Å):
-2.78 0.58 -3.46
1.52 -0.77 -0.77